ORCA calculation (ωB97M-V/def2-TZVPD) on C20H19AsClIO2Pd as an isolated structure.

The geometry in ORCA input format:
```
! RIJCOSX wB97M-V def2-TZVPD def2/J DEFGRID3
* xyz 0 1
Pd -0.16 -0.20 0.41
I -3.04 0.48 0.00
C -2.21 1.71 -1.47
C -3.13 2.39 -2.20
C -2.71 3.32 -3.18
C -1.39 3.55 -3.37
C -0.41 2.85 -2.61
C 0.97 3.13 -2.80
C 1.92 2.51 -2.05
C 1.54 1.52 -1.11
C 0.23 1.19 -0.94
C -0.80 1.88 -1.64
H -4.18 2.24 -2.02
H -3.45 3.85 -3.76
H -1.05 4.28 -4.10
H 1.25 3.88 -3.54
H 2.97 2.76 -2.17
H 2.29 1.02 -0.52
Cl 3.01 1.78 8.27
C 2.46 1.31 6.69
C 1.25 1.78 6.22
C 0.82 1.41 4.95
C 1.59 0.56 4.17
C 2.81 0.09 4.66
C 3.25 0.46 5.92
C 1.14 0.15 2.80
O 0.01 0.63 2.40
O 1.85 -0.61 2.11
H 0.65 2.44 6.84
H -0.12 1.76 4.56
H 3.39 -0.56 4.03
H 4.19 0.10 6.30
C -0.48 -3.26 -1.30
As 0.43 -1.56 -1.42
C 0.13 -1.01 -3.24
C 2.29 -2.06 -1.42
H -0.13 -3.93 -2.08
H -1.55 -3.09 -1.40
H -0.27 -3.69 -0.32
H 0.55 -1.75 -3.91
H 0.61 -0.04 -3.39
H -0.94 -0.91 -3.41
H 2.53 -2.62 -2.32
H 2.48 -2.65 -0.53
H 2.90 -1.16 -1.38
*
```

Properties
Molecular weight   635.07 u
LUMO   -0.012 Eh
Relative energy (zero: lowest compared OMol25 entry of this formula, charge and spin)   0.000 eV